{
  "formula": "C40H66BO18S4Sn",
  "method": "ωB97M-V/def2-TZVPD",
  "species": ["Sn", "B", "H", "H", "H", "H", "C", "C", "C", "O", "C", "C", "C", "O", "O", "O", "H", "H", "C", "S", "O", "C", "H", "H", "H", "H", "H", "H", "C", "S", "O", "C", "H", "H", "H", "H", "H", "H", "C", "S", "O", "C", "H", "H", "H", "H", "H", "H", "C", "S", "O", "C", "H", "H", "H", "H", "H", "H", "C", "C", "C", "C", "C", "C", "H", "H", "H", "H", "H", "H", "O", "C", "O", "C", "C", "C", "H", "H", "H", "H", "H", "H", "O", "C", "O", "C", "C", "C", "H", "H", "H", "H", "H", "H", "O", "C", "O", "C", "C", "C", "H", "H", "H", "H", "H", "H", "O", "C", "O", "C", "C", "C", "H", "H", "H", "H", "H", "H", "O", "C", "O", "C", "C", "C", "H", "H", "H", "H", "H", "H"],
  "xyz": [[-1.16597, -4.13709, 4.23859], [-0.38030, -6.62105, 2.36424], [-0.36535, -5.56200, 2.15828], [-1.16769, -7.10187, 1.80472], [0.61157, -6.96624, 2.11668], [-0.52260, -6.72695, 3.42856], [-1.24953, -1.09485, -0.22288], [-0.93771, 0.21980, -0.27295], [-0.36166, 0.87270, 0.95024], [-0.18337, 2.14880, 1.10093], [-0.00927, 0.15835, 2.07846], [-0.16127, -1.26604, 2.10737], [-1.05086, -1.93077, 0.94974], [-1.43512, -3.06593, 1.12973], [0.27436, -1.99562, 3.01358], [-1.16217, 0.81918, -1.41134], [-1.74408, -1.55516, -1.06545], [0.44066, 0.65816, 2.92354], [-4.43271, -2.06295, -2.24249], [-3.33413, -2.82260, -3.51837], [-2.42418, -3.85229, -2.72982], [-4.42572, -3.96534, -4.41497], [-4.97853, -2.84282, -1.71146], [-5.06982, -1.44451, -2.87473], [-3.80157, -1.49638, -1.55783], [-5.23927, -3.36998, -4.82943], [-4.70589, -4.68289, -3.64379], [-3.80828, -4.59449, -5.05609], [2.61990, -4.14183, 2.10897], [4.21194, -4.43098, 1.15748], [5.28166, -4.59141, 2.20021], [3.81947, -6.21268, 0.81100], [2.64007, -4.82645, 2.95690], [1.72363, -4.34181, 1.52177], [2.67416, -3.11868, 2.48089], [4.55155, -6.58746, 0.09568], [2.82582, -6.32982, 0.37853], [3.95153, -6.71330, 1.77019], [-4.87523, -2.03801, 1.57097], [-4.38555, -1.19926, 3.18037], [-3.20623, -1.94320, 3.85913], [-3.90039, 0.34802, 2.32420], [-4.13408, -1.81254, 0.80418], [-5.82888, -1.73210, 1.14079], [-5.00933, -3.08167, 1.85537], [-3.54654, 0.99972, 3.12306], [-4.80371, 0.70097, 1.82666], [-3.19946, 0.20055, 1.50259], [-1.16368, 0.42811, 5.94492], [-0.21046, -0.78084, 6.90319], [-0.35600, -2.18776, 6.27305], [1.41535, -0.14717, 6.24482], [-0.83334, 1.46298, 6.03450], [-2.16726, 0.49799, 6.36452], [-1.21444, 0.17453, 4.88604], [1.51225, 0.86829, 6.62896], [1.34613, -0.12182, 5.15731], [2.27461, -0.69064, 6.63778], [-0.21225, 2.78403, -4.66467], [0.77346, 1.83967, -4.54243], [1.69240, 1.51404, -5.56640], [1.56644, 2.24268, -6.75931], [0.49234, 3.13069, -6.89445], [-0.43391, 3.35357, -5.92042], [-0.77892, 2.95372, -3.76108], [0.74220, 1.39614, -3.55820], [2.46784, 0.77835, -5.41189], [2.27865, 2.13037, -7.56338], [0.41248, 3.75021, -7.77548], [-1.12277, 4.17723, -6.03634], [5.21780, 2.30517, 0.39411], [4.80109, 1.38118, 1.07231], [5.55768, 0.24238, 1.42225], [4.82767, -0.57094, 2.27382], [3.70444, 0.25578, 2.88367], [3.43585, 1.24904, 1.69832], [5.50125, -0.97444, 3.02985], [4.38311, -1.42562, 1.76393], [4.08374, 0.84837, 3.71618], [2.83950, -0.33719, 3.18091], [3.00898, 2.23486, 1.88282], [2.79189, 0.76150, 0.96639], [-0.32752, 4.50772, 7.13053], [0.15493, 4.40568, 5.96870], [1.00882, 3.36798, 5.70103], [1.59326, 3.49493, 4.39651], [0.84564, 4.62957, 3.75841], [-0.06176, 5.32559, 4.77196], [1.23011, 2.58513, 3.91851], [2.66317, 3.69848, 4.35209], [0.34438, 4.26553, 2.86157], [1.57456, 5.38732, 3.47102], [-1.11438, 5.34869, 4.48991], [0.10078, 6.37778, 5.00561], [0.78130, -4.39724, -0.98635], [1.20830, -3.45198, -1.66844], [0.70560, -3.12295, -2.81627], [1.12815, -1.83143, -3.31493], [1.90067, -1.36188, -2.12088], [2.37655, -2.59277, -1.36399], [0.18915, -1.31610, -3.51697], [1.74891, -1.99529, -4.19579], [1.21033, -0.86096, -1.44219], [2.69046, -0.71174, -2.49724], [2.43964, -2.54057, -0.27707], [3.27028, -3.00396, -1.83331], [1.77715, 6.50436, -3.39649], [1.79071, 5.65594, -2.49082], [0.75437, 5.54509, -1.70721], [0.80109, 4.41357, -0.89279], [2.35917, 4.18978, -0.84641], [2.91246, 4.65062, -2.16550], [0.37293, 3.52824, -1.36284], [0.46788, 4.62771, 0.12270], [2.58804, 3.13304, -0.70847], [2.72170, 4.75823, 0.01006], [3.08896, 3.84441, -2.87753], [3.86886, 5.17196, -2.20553], [-6.60899, 1.55737, -5.55146], [-5.39029, 1.71322, -5.25392], [-4.94946, 2.29986, -4.16502], [-3.57801, 2.23085, -4.05937], [-3.20734, 1.01223, -4.79906], [-4.26220, 0.98511, -5.95118], [-3.34513, 1.99017, -3.02209], [-3.06238, 3.11364, -4.43741], [-3.31040, 0.09073, -4.22607], [-2.19559, 0.94025, -5.19816], [-4.68058, -0.00051, -6.15518], [-3.82891, 1.44447, -6.83964]],
  "atomic_forces_ev_per_a": [[1.022, 1.235, -2.758], [-0.293, -0.278, 0.179], [-0.127, 5.221, -1.058], [-3.044, -1.595, -1.911], [3.769, -1.234, -0.782], [-0.740, -0.784, 5.029], [-0.573, -3.096, 1.902], [-0.553, 1.787, -3.781], [0.751, 4.731, 1.378], [-0.671, -1.961, -1.700], [0.018, -3.850, 0.369], [-1.069, 1.537, -0.831], [1.221, 2.033, -0.191], [-0.636, -1.034, 0.668], [-0.129, -1.377, 1.526], [0.849, 0.202, 2.496], [0.143, -0.089, -0.143], [0.101, 0.114, -0.034], [0.093, -0.773, -1.288], [2.603, -2.677, 2.333], [-1.894, 2.477, -1.767], [0.051, 0.272, 1.320], [-0.009, 0.014, -0.090], [-0.334, 0.321, 0.507], [0.037, 0.060, -0.312], [-0.068, -0.557, -0.401], [-0.614, 0.209, 0.133], [0.013, 0.757, -0.529], [0.947, -0.055, -0.246], [-1.126, -1.776, 1.180], [-0.005, 0.693, -0.245], [0.080, 0.758, -0.523], [0.187, -0.093, -0.030], [0.105, 0.197, -0.277], [-0.194, 0.023, -0.112], [0.113, 0.096, 0.087], [-0.080, 0.052, 0.203], [-0.188, 0.095, -0.050], [0.301, -0.081, 0.754], [0.248, -0.663, -0.602], [-1.083, 0.761, -1.363], [0.223, -0.655, 0.371], [0.388, -0.588, 0.280], [-0.197, 0.559, 0.655], [0.505, -0.089, -0.373], [0.043, 0.258, -0.427], [-0.283, 0.129, 0.485], [0.499, -0.202, 0.385], [-0.928, 0.253, 0.009], [1.354, -0.872, -1.720], [-0.361, 1.311, 0.480], [-0.659, 0.258, 0.705], [0.803, -0.191, 0.250], [-0.152, -0.556, -0.080], [0.141, -0.349, 0.021], [-0.164, 0.159, -0.065], [0.081, -0.303, 0.060], [-0.332, -0.427, -0.203], [-0.326, -0.301, -0.767], [0.698, -0.690, 0.313], [-1.087, 1.082, -0.028], [-0.335, -0.430, 0.795], [0.737, -0.026, -1.105], [0.277, 0.931, 1.611], [-0.390, 0.323, -0.172], [0.684, -0.531, 0.095], [0.053, -0.008, -0.017], [0.031, -0.047, -0.058], [0.082, -0.174, -0.337], [-0.380, -0.145, -0.120], [-0.330, -2.028, 1.154], [0.889, 0.535, -0.546], [-0.013, 2.442, -1.539], [-0.804, -1.250, 1.410], [-0.091, 1.368, -0.827], [0.131, -0.764, 0.407], [0.045, -0.006, -0.044], [0.154, -0.067, -0.431], [-0.064, -0.131, 0.267], [0.049, 0.075, -0.067], [0.033, -0.192, 0.279], [-0.161, -0.039, -0.139], [1.443, -0.338, -4.154], [-1.290, 0.203, 4.590], [-0.096, 1.254, 0.779], [-1.728, -0.542, -0.228], [0.351, 2.089, -1.554], [-0.232, -1.408, 0.392], [1.040, -0.205, -0.377], [-0.014, -0.611, 0.634], [-0.170, 0.208, 0.053], [0.027, -0.085, -0.525], [-0.092, -0.546, 0.056], [0.719, -0.208, 0.142], [1.083, 2.048, -1.513], [-0.464, -3.633, 2.459], [-1.757, -0.494, -2.183], [-0.346, -1.682, 0.984], [0.817, 1.957, 0.525], [-0.232, 0.399, -0.387], [0.364, 0.380, -0.172], [-0.154, 0.096, -0.151], [0.113, 0.546, -0.188], [0.109, 0.329, 0.610], [0.410, 0.445, -0.206], [0.107, -0.243, 0.299], [0.439, -1.672, 1.887], [1.077, 1.969, -4.262], [-1.772, 0.868, 0.142], [2.865, -1.273, 0.482], [-0.107, -1.527, 1.269], [-0.804, 1.081, 0.025], [-0.715, 0.260, 0.227], [-0.540, -0.164, -0.445], [-0.003, 0.073, 0.445], [0.357, -0.018, -0.104], [-0.824, 0.012, -0.245], [-0.112, 0.227, 0.581], [3.838, 1.160, 1.245], [-4.114, -1.782, -2.170], [-2.418, 1.347, 0.340], [2.166, -0.603, 1.448], [0.342, -2.175, -2.341], [0.623, -0.035, 1.059], [0.188, 0.929, 0.217], [-0.245, 0.213, 0.171], [-0.175, 0.218, 0.410], [0.026, 0.469, 0.161], [0.357, 0.039, -0.337], [-0.527, 0.131, -0.097]],
  "mulliken_charge": [1.0833, 1.5358, -0.9270, -0.2606, -0.2790, -0.3890, 0.2267, 0.5165, 0.1927, -0.9031, 1.2914, 0.5971, -0.2787, -0.9423, -0.9571, -0.7632, -0.1509, -0.6945, -0.7887, 0.5505, -0.5502, -1.1630, 0.4762, 0.4763, -0.0165, 0.3370, 0.3295, 0.3870, -0.5832, 0.6027, -0.7101, -0.9346, 0.6064, 0.0883, -0.0219, 0.3804, 0.2416, 0.3219, -0.5017, 0.2530, -0.5237, -0.4015, -0.1870, 0.4592, 0.3732, 0.3237, 0.4878, -0.1528, -0.3562, 0.2237, -0.5516, -0.4952, 0.1349, 0.4541, -0.0669, 0.3562, -0.1576, 0.4551, -0.2814, 0.1501, -0.5174, -0.5124, -0.4124, -0.7020, 0.4557, 0.2661, 0.4488, 0.3856, 0.3489, 0.3842, -0.6011, 0.2663, -0.3616, -0.4386, 0.1831, 0.5874, 0.3394, 0.1206, 0.2395, -0.2151, 0.2212, -0.4564, -0.6624, 0.4611, -0.3027, 0.9233, -0.1686, -0.5600, -0.6724, 0.2378, -0.0752, 0.3495, 0.2841, 0.2806, -0.6205, 0.3778, -0.3368, -0.4310, 0.3064, 0.6257, 0.0409, 0.2969, -0.7189, 0.7591, -0.6874, 0.3521, -0.6997, 0.5528, -0.3920, 0.3622, 0.0771, -0.5798, -0.1112, 0.1500, -0.1180, 0.2604, 0.1742, 0.3117, -0.6612, 0.5077, -0.3488, -0.0714, 0.8274, -0.6239, 0.1200, 0.1995, -0.7118, 0.2145, 0.2084, 0.3395],
  "homo_ev": -5.21,
  "gap_ha": 0.185,
  "energy_ha": -4749.6991,
  "total_charge": -1
}